This record from the OMol25 dataset describes a cluster of 2 separate species, C3H9NO2 in total at a distorted geometry. The level of theory is the ωB97M-V functional and the def2-TZVPD basis.

Geometry as XYZ:
```
15
Properties=species:S:1:pos:R:3:forces:R:3
C -0.59456 -1.99205 -0.10677 -0.95 0.71 5.40
C 0.07235 -0.62018 -0.03747 0.55 -1.01 0.95
N 1.02443 -0.48103 -1.18394 4.28 -4.72 8.44
C -0.99875 0.53590 0.05108 2.58 -1.19 -1.33
O -1.96663 0.54271 0.74225 -0.06 0.18 -0.09
H 0.05799 -2.78166 -0.25504 1.33 -1.38 -1.54
H -1.56968 -2.02821 -0.52870 -0.46 -0.14 -0.92
H -0.77468 -2.29329 1.03126 -0.32 0.80 -1.93
H 0.63807 -0.55541 0.98509 -0.73 -0.12 -1.70
H 1.46914 -1.38783 -1.45741 -0.93 1.36 0.40
H 0.62340 -0.08033 -1.84319 -4.29 4.48 -7.97
H -0.59366 1.27607 -0.67694 -1.11 0.88 0.37
O 1.69991 1.97700 0.54803 -0.22 1.11 0.09
H 2.52628 2.51120 0.65326 -0.90 -1.79 -0.02
H 1.71160 1.00698 0.61596 1.25 0.84 -0.14
```
Positions in Å, forces in eV/Å.

Calculated values
ΔE to the lowest compared entry with this formula, charge and spin   74.5 kcal per mole
Highest occupied orbital energy   -9.64 eV
Structure (SMILES)   C[C@@H](N)C=O.O
Largest force on an atom   10.6 eV/A